DFT (ωB97M-V/def2-TZVPD) results for a cluster of 2 separate species, C30H38NO4 in total.

```
73
Properties=species:S:1:pos:R:3:lowdin_charge:R:1
C -3.89777 -4.44452 -5.02995 0.09
C -2.95004 -3.69640 -4.93936 -0.14
C -1.83180 -2.71137 -4.80267 -0.19
C -2.23834 -1.67727 -3.69055 -0.20
C -1.02337 -0.79794 -3.22189 -0.12
C -0.58022 -1.24735 -1.80758 -0.15
C 0.49059 -2.18390 -1.77135 0.04
C 0.96240 -2.60018 -0.52525 -0.07
C 0.36192 -2.09015 0.64946 -0.08
C -0.69012 -1.17640 0.63744 0.05
C -1.17734 -0.73127 -0.62708 -0.13
C -2.30350 0.32439 -0.57901 -0.13
C -3.65201 -0.06382 -1.27688 -0.17
C -3.96430 1.00074 -2.39066 -0.22
C -5.48685 1.12132 -2.73939 -0.28
N -6.20197 1.79928 -1.64072 -0.03
C 0.95106 -2.55726 1.98883 -0.27
O 0.27184 -2.86425 2.93754 0.12
C 2.48687 -2.63479 1.98563 -0.01
C 3.23446 -2.17746 3.08507 -0.23
O 2.72386 -1.63039 4.22413 -0.03
C 1.92289 -0.45237 3.98692 -0.17
C 2.49749 0.55953 2.96556 -0.18
C 3.84587 1.22002 3.39996 -0.23
C 4.08291 2.37405 2.35685 -0.12
C 4.65167 -2.26327 2.98073 0.01
C 5.23315 -2.78753 1.82146 -0.06
C 4.48115 -3.24297 0.71819 -0.02
C 3.08792 -3.15674 0.80817 -0.08
C 2.14066 -3.56658 -0.33113 -0.27
O 2.31042 -4.55221 -1.00696 0.11
H -4.81227 -5.01616 -4.96048 0.02
H -1.64009 -2.13872 -5.72644 0.12
H -0.89404 -3.17994 -4.44379 0.11
H -3.13124 -1.08591 -3.95465 0.10
H -2.52733 -2.29324 -2.81438 0.11
H -0.15200 -0.94805 -3.89180 0.11
H -1.25653 0.27966 -3.14048 0.11
H 0.93342 -2.56075 -2.70273 0.13
H -1.10840 -0.80337 1.58144 0.13
H -1.87520 1.27190 -0.96999 0.12
H -2.53222 0.52934 0.48558 0.11
H -4.47349 0.04662 -0.53641 0.10
H -3.68993 -1.09855 -1.64849 0.09
H -3.31978 0.87182 -3.28537 0.08
H -3.65243 1.97896 -1.95971 0.11
H -5.55272 1.72262 -3.66874 0.10
H -5.88487 0.09690 -2.86806 0.11
H -6.39912 1.09056 -0.93408 0.05
H -5.59210 2.45426 -1.15181 0.06
H 0.88557 -0.68503 3.67367 0.10
H 1.83086 0.08611 4.95188 0.13
H 1.77370 1.40539 2.93821 0.12
H 2.54453 0.17755 1.92692 0.12
H 3.73306 1.73356 4.37874 0.11
H 4.68172 0.49327 3.40567 0.08
H 3.10888 2.88513 2.15688 0.04
H 4.76733 3.15435 2.73920 0.07
H 4.40801 1.97147 1.37439 0.07
H 5.23861 -1.88759 3.82674 0.12
H 6.33020 -2.81306 1.76959 0.11
H 4.94898 -3.63934 -0.18832 0.12
C -0.21495 3.68105 0.78065 -0.13
C 0.78039 4.47859 1.65649 -0.73
C 0.33947 5.95775 1.67569 -0.13
O 2.00682 4.39829 1.09905 -0.32
H -0.23640 4.05108 -0.24853 0.06
H 0.04751 2.61826 0.75618 0.04
H -1.24105 3.75713 1.18082 0.05
H 0.63570 4.10269 2.70274 0.10
H 0.33342 6.39196 0.67206 0.06
H 1.00462 6.55691 2.30272 0.05
H -0.67918 6.06025 2.08600 0.05
```

**Molecular weight**: 476.637 Da
**HOMO energy**: -2.883 eV
**E_tot**: -1521.55966 Ha
**LUMO energy**: 1.549 eV
**Total charge**: -1